(1)
{"formula": "CN2O2S2", "method": "ωB97M-V/def2-TZVPD", "species": ["C", "N", "N", "O", "O", "S", "S"], "positions_angstrom": [[0.42035, 1.20351, -0.03199], [-0.79934, 1.22392, 0.13093], [1.51325, 0.77581, -0.20995], [-2.11231, -0.85219, 0.40908], [0.28002, -1.13625, 0.15907], [1.84381, -0.80728, 0.04138], [-1.14579, -0.40754, -0.49852]], "lumo_ev": -0.439, "e_tot_ha": -1094.33956, "homo_ev": -9.039, "e_above_lowest_kcal_mol": 12.2}

(2)
{"formula": "CN2O4S2", "method": "ωB97M-V/def2-TZVPD", "species": ["C", "N", "N", "O", "O", "O", "O", "S", "S"], "positions_angstrom": [[-2.28803, -0.44144, 0.32346], [-3.31995, -0.65827, -0.12622], [-0.34944, 0.14321, -0.65699], [2.97690, 1.18948, -0.38961], [1.80303, -0.91361, 0.32477], [0.92965, 1.07188, 1.07495], [0.71904, 0.50395, -1.27872], [-0.53443, -0.46887, 0.72561], [1.84957, 0.45335, 0.04799]], "lumo_ev": [-2.912, -2.910], "e_tot_ha": -1244.72667, "homo_ev": [-11.310, -11.310]}

(3)
{"formula": "CN5O2", "method": "ωB97M-V/def2-TZVPD", "species": ["C", "N", "N", "N", "N", "N", "O", "O"], "positions_angstrom": [[-1.51888, 0.38599, 0.44913], [2.14762, -1.53621, 0.31414], [1.63880, -0.49977, 0.50608], [-1.62632, -0.48849, 1.16427], [2.68418, -2.47775, 0.01605], [-1.18113, 1.31507, -0.52585], [-1.32110, 2.50379, -0.32103], [-0.82317, 0.79737, -1.60279]], "lumo_ev": [1.457, 1.457], "e_tot_ha": -462.19693, "homo_ev": [-2.576, -2.575], "charge": -1, "e_above_lowest_kcal_mol": 149.5}

(4)
{"formula": "CN5O3", "method": "ωB97M-V/def2-TZVPD", "species": ["C", "N", "N", "N", "N", "N", "O", "O", "O"], "positions_angstrom": [[2.84215, -0.67850, 0.64721], [1.81720, -0.19600, 0.50958], [-3.39451, 0.65934, 0.43318], [-0.58965, 0.07133, -0.06941], [-2.97600, -0.10068, -0.25335], [0.28771, 0.73744, -0.23118], [0.76695, 1.65377, -0.73840], [-2.62922, -0.86363, -1.03368], [3.87537, -1.28306, 0.73606]], "lumo_ev": 3.825, "e_tot_ha": -537.50321, "homo_ev": -4.404, "charge": -1, "e_above_lowest_kcal_mol": 26.2}

(5)
{"formula": "CN5O3", "method": "ωB97M-V/def2-TZVPD", "species": ["C", "N", "N", "N", "N", "N", "O", "O", "O"], "positions_angstrom": [[-2.78148, 4.55911, 2.65443], [-3.88146, 4.24266, 2.39535], [0.89223, -2.60625, -3.25713], [1.94769, -2.20802, -0.86532], [2.18681, -1.33735, -0.20359], [0.78518, -3.32486, -2.41450], [0.59347, -4.18652, -1.66604], [2.40893, -0.41590, 0.46655], [-1.66033, 4.87235, 2.94672]], "lumo_ev": 2.734, "e_tot_ha": -537.53241, "homo_ev": -3.280, "charge": -1, "e_above_lowest_kcal_mol": 7.9}

(6)
{"formula": "CO2", "method": "ωB97M-V/def2-TZVPD", "species": ["O", "C", "O"], "positions_angstrom": [[-0.47745, 1.01595, 0.23480], [-0.03650, -0.00455, -0.04151], [0.51396, -1.01140, -0.19329]], "lumo_ev": 0.497, "e_tot_ha": -188.62206, "homo_ev": -13.059, "e_above_lowest_kcal_mol": 0.0}

(7)
{"formula": "CO3S", "method": "ωB97M-V/def2-TZVPD", "species": ["C", "O", "O", "O", "S"], "positions_angstrom": [[0.71921, -0.84372, 0.42257], [1.80332, -0.96576, 0.11093], [-1.61429, 1.45631, 0.57247], [-0.25428, 0.37435, -1.15857], [-1.35088, 0.31844, -0.22710]], "lumo_ev": -1.053, "e_tot_ha": -661.97242, "homo_ev": -11.623, "e_above_lowest_kcal_mol": 10.3}

(8)
{"formula": "CO3S", "method": "ωB97M-V/def2-TZVPD", "species": ["O", "C", "O", "O", "S"], "positions_angstrom": [[-1.60741, -0.95726, -0.06841], [-2.53559, -0.29942, 0.07988], [-3.47580, 0.32699, 0.23155], [3.00442, 0.32409, 0.36649], [4.61437, 0.60560, -0.60951]], "lumo_ev": [-3.114, -3.118], "e_tot_ha": -661.88875, "homo_ev": [-10.831, -10.829], "e_above_lowest_kcal_mol": 62.8}